Record 1
Formula: C25H23NO4S
Source: the Open Molecules 2025 dataset
Level of theory: the ωB97M-V functional and the def2-TZVPD basis

Properties
E_HOMO: -0.29741 hartree
frontier orbital gap: 8.73 eV
SMILES: C#CCNC(=O)C1=C[C@H](c2csc3ccccc23)C[C@H](OCc2ccc(CO)cc2)O1
energy: -46812.0519 eV
LUMO level: 0.64 eV

The geometry in ORCA input format:
```
! RIJCOSX wB97M-V def2-TZVPD def2/J DEFGRID3
* xyz 0 1
C 1.816 3.271 5.269
C 0.886 3.313 4.515
C -0.207 3.393 3.569
N 0.162 2.852 2.277
C -0.714 2.175 1.508
O -1.867 1.961 1.831
C -0.155 1.760 0.187
C -0.951 1.493 -0.846
C -0.433 1.141 -2.205
C -0.694 -0.307 -2.528
C -1.163 -1.212 -1.641
S -1.324 -2.809 -2.284
C -0.760 -2.263 -3.836
C -0.614 -3.031 -4.981
C -0.178 -2.412 -6.134
C 0.098 -1.046 -6.146
C -0.044 -0.284 -5.008
C -0.468 -0.885 -3.821
C 1.065 1.484 -2.280
C 1.771 1.080 -0.985
O 1.724 -0.305 -0.889
C 2.376 -0.870 0.243
C 1.488 -0.852 1.460
C 1.756 -0.039 2.550
C 0.867 0.030 3.609
C -0.319 -0.688 3.580
C -1.331 -0.564 4.689
O -1.897 -1.796 5.075
C -0.573 -1.528 2.502
C 0.328 -1.618 1.460
O 1.220 1.742 0.134
H 2.614 3.225 5.948
H -1.070 2.819 3.925
H -0.510 4.445 3.468
H 1.109 2.966 1.954
H -2.017 1.528 -0.692
H -0.962 1.746 -2.953
H -1.431 -1.038 -0.618
H -0.842 -4.085 -4.963
H -0.057 -2.989 -7.039
H 0.424 -0.580 -7.065
H 0.159 0.777 -5.034
H 1.192 2.560 -2.410
H 1.545 0.960 -3.105
H 2.823 1.425 -0.989
H 2.598 -1.899 -0.054
H 3.316 -0.336 0.435
H 2.662 0.550 2.573
H 1.088 0.669 4.452
H -0.877 -0.059 5.555
H -2.173 0.043 4.338
H -1.186 -2.402 5.313
H -1.487 -2.104 2.490
H 0.134 -2.277 0.627
*
```

natural (NBO) atomic charge list, values in e, 5 entries:
1. C -0.2219
2. C -0.0221
3. C -0.3089
4. N -0.5941
5. C 0.6410


Record 2
Formula: C25H24BrF3NO3RhSi
Source: the Open Molecules 2025 dataset
Level of theory: the ωB97M-V functional and the def2-TZVPD basis

Properties
E_HOMO (spin up / spin down): -0.30931 / -0.30905 hartree
frontier orbital gap (spin up / spin down): 6.55 / 6.93 eV
energy: -123026.0379 eV
LUMO level (spin up / spin down): -1.86 / -1.48 eV

The geometry in ORCA input format:
```
! RIJCOSX wB97M-V def2-TZVPD def2/J DEFGRID3
* xyz 0 1
Rh -0.603 -0.526 0.666
O 1.363 -4.042 3.674
C 0.864 -3.318 4.682
C 1.118 -3.715 5.999
C 0.615 -2.992 7.060
C -0.157 -1.857 6.841
C -0.405 -1.446 5.552
C 0.099 -2.161 4.467
C -0.168 -1.676 3.104
O 0.120 -2.362 2.081
O -0.691 -0.540 2.945
H 1.070 -3.642 2.822
H 1.712 -4.599 6.158
H 0.824 -3.310 8.071
H -0.556 -1.300 7.675
H -0.999 -0.568 5.356
C -1.750 0.700 -2.790
Si -3.146 0.549 -1.493
C -3.520 2.269 -0.733
C -4.726 -0.046 -2.396
C -2.639 -0.702 -0.164
H -2.021 1.374 -3.598
H -1.534 -0.273 -3.223
H -0.827 1.065 -2.344
H -3.796 2.982 -1.504
H -2.662 2.686 -0.219
H -4.338 2.229 -0.021
H -4.976 0.629 -3.210
H -5.585 -0.085 -1.733
H -4.595 -1.035 -2.823
H -2.723 -1.732 -0.522
H -3.197 -0.588 0.771
Br -2.706 3.968 3.850
C -1.584 3.493 2.396
C -1.055 4.461 1.554
C -0.256 4.030 0.506
C -0.024 2.673 0.345
N -0.539 1.756 1.164
C -1.306 2.155 2.172
H -1.271 5.506 1.706
H 0.175 4.738 -0.184
H 0.593 2.299 -0.460
H -1.696 1.383 2.820
F 4.399 -0.609 -7.334
C 5.079 -0.449 -6.182
F 6.048 -1.375 -6.182
F 5.696 0.747 -6.287
C 4.191 -0.519 -4.977
C 3.137 0.385 -4.877
C 2.313 0.349 -3.775
C 2.529 -0.589 -2.760
C 3.592 -1.491 -2.874
C 4.419 -1.456 -3.976
C 1.688 -0.609 -1.630
C 0.948 -0.599 -0.658
H 2.972 1.105 -5.665
H 1.491 1.042 -3.688
H 3.755 -2.212 -2.089
H 5.239 -2.152 -4.066
*
```

natural (NBO) atomic charge list, values in e, 5 entries:
1. Rh 1.0470
2. O -0.6839
3. C 0.4468
4. C -0.3081
5. C -0.1598


Record 3
Formula: C25H24ClN3O4S
Source: the Open Molecules 2025 dataset
Level of theory: the ωB97M-V functional and the def2-TZVPD basis

Properties
E_HOMO: -0.29485 hartree
frontier orbital gap: 7.07 eV
energy: -62313.6984 eV
LUMO level: -0.95 eV

The geometry in ORCA input format:
```
! RIJCOSX wB97M-V def2-TZVPD def2/J DEFGRID3
* xyz 0 1
C -1.616 -3.968 1.885
C -2.603 -4.107 1.064
C -2.711 -3.494 -0.367
N -3.661 -2.437 -0.415
C -3.189 -1.360 -0.788
O -2.094 -1.112 -0.912
C -4.244 -0.168 -0.304
C -5.540 -0.164 -0.829
C -6.444 0.893 -0.602
C -5.869 2.039 -0.060
C -4.615 2.461 0.191
C -3.769 1.312 -0.156
N -2.274 1.166 0.020
C -1.579 2.386 0.843
O -2.066 3.317 1.120
C -0.221 1.911 1.092
C 0.334 0.464 1.059
C 1.603 0.303 1.266
C 2.654 1.496 1.276
C 2.084 2.755 1.441
C 0.724 2.970 1.049
H 0.291 4.087 1.286
H 2.819 3.622 1.509
Cl 4.143 1.079 1.744
S 2.166 -1.197 0.931
O 1.087 -2.146 0.945
O 2.980 -1.845 2.319
N 3.230 -1.313 -0.168
C 2.863 -0.774 -1.190
C 1.659 -0.599 -1.636
C 1.328 0.317 -2.871
C 2.327 0.750 -3.669
C 3.701 0.607 -3.141
C 3.970 -0.310 -2.061
C 5.392 -0.460 -1.638
H 5.668 0.236 -0.622
H 6.113 0.093 -2.531
H 5.665 -1.436 -1.347
H 4.451 1.047 -3.728
H 2.026 1.505 -4.318
C -0.027 0.349 -3.066
H -0.380 0.280 -4.046
H -0.482 1.426 -3.036
H -0.823 -0.345 -2.620
H 0.733 -0.982 -1.223
H 4.315 -1.578 0.137
H -0.276 -0.334 0.963
H -1.648 0.410 -0.221
H -4.144 3.299 0.414
H -6.718 2.972 0.170
H -7.418 0.788 -0.752
H -5.877 -1.081 -1.131
H -4.460 -2.430 -0.114
H -1.822 -3.370 -0.614
H -3.180 -4.419 -0.880
H -3.606 -4.469 1.676
H -1.646 -4.397 2.744
H -0.854 -3.490 1.477
*
```

natural (NBO) atomic charge list, values in e, 5 entries:
1. C -0.3661
2. C -0.1652
3. C -0.2455
4. N -0.5439
5. C 0.7220


Record 4
Formula: C25H24ClNO2Sc
Source: the Open Molecules 2025 dataset
Level of theory: the ωB97M-V functional and the def2-TZVPD basis

Properties
E_HOMO: -0.10345 hartree
frontier orbital gap: 5.19 eV
energy: -65126.3274 eV
LUMO level: 2.37 eV

The geometry in ORCA input format:
```
! RIJCOSX wB97M-V def2-TZVPD def2/J DEFGRID3
* xyz -1 1
C 0.312 2.395 -1.186
C -0.934 2.935 -1.649
C -1.203 2.390 -2.947
H -1.548 3.656 -1.118
C -0.110 1.521 -3.287
C 0.837 1.547 -2.204
H 1.814 1.059 -2.201
H 0.853 2.654 -0.287
H -2.087 2.590 -3.556
H 0.054 1.015 -4.239
Sc -1.286 0.654 -1.275
Cl -2.320 1.458 0.643
C -5.644 1.580 -1.242
C -5.490 1.022 -2.547
C -5.184 2.087 -3.447
H -5.617 -0.025 -2.814
C -5.153 3.302 -2.700
C -5.438 2.989 -1.336
H -5.513 3.703 -0.518
H -5.898 1.033 -0.336
H -5.035 1.996 -4.522
H -4.976 4.298 -3.104
C 2.280 0.787 4.497
C 2.802 0.568 3.099
C 3.613 1.541 2.523
C 4.114 1.404 1.220
C 3.748 0.287 0.474
C 2.801 -0.619 0.988
N 2.127 -1.368 0.036
C 1.639 -2.674 0.143
C 2.434 -3.731 0.608
C 1.874 -5.002 0.735
C 0.517 -5.184 0.445
C -0.296 -4.117 0.037
C 0.329 -2.921 -0.296
C -0.340 -1.715 -0.862
O -1.391 -1.243 -0.275
O 0.161 -1.110 -1.871
C 2.391 -0.548 2.356
C 1.417 -1.500 2.971
H 1.190 0.898 4.474
H 2.491 -0.035 5.191
H 2.702 1.700 4.926
H 3.850 2.430 3.111
H 4.788 2.149 0.796
H 4.141 0.107 -0.534
H 2.002 -0.949 -0.885
H 3.475 -3.529 0.863
H 2.496 -5.836 1.076
H 0.101 -6.176 0.591
H -1.374 -4.228 -0.069
H 0.446 -1.020 3.154
H 1.258 -2.409 2.395
H 1.778 -1.817 3.955
*
```

natural (NBO) atomic charge list, values in e, 5 entries:
1. C -0.3881
2. C -0.3285
3. C -0.3638
4. H 0.2687
5. C -0.3452


Record 5
Formula: C25H24N2O4
Source: the Open Molecules 2025 dataset
Level of theory: the ωB97M-V functional and the def2-TZVPD basis

Properties
E_HOMO: -0.32545 hartree
frontier orbital gap: 9.45 eV
SMILES: CN(C(=O)COC(=O)[C@@H](Cc1ccccc1)NC(=O)c1ccccc1)c1ccccc1
energy: -37486.2420 eV
LUMO level: 0.60 eV

The geometry in ORCA input format:
```
! RIJCOSX wB97M-V def2-TZVPD def2/J DEFGRID3
* xyz 0 1
C -4.346 -0.487 -2.522
N -3.977 -0.021 -1.201
C -2.684 0.193 -0.900
O -1.772 0.056 -1.690
C -2.407 0.619 0.551
O -1.037 0.385 0.815
C -0.682 -0.907 0.793
O -1.473 -1.813 0.770
C 0.825 -1.079 0.784
C 1.201 -2.146 -0.273
C 2.695 -2.286 -0.310
C 3.453 -1.496 -1.166
C 4.835 -1.549 -1.135
C 5.476 -2.395 -0.248
C 4.729 -3.192 0.603
C 3.348 -3.134 0.575
N 1.494 0.166 0.520
C 2.638 0.506 1.165
O 3.066 -0.117 2.117
C 3.329 1.702 0.603
C 4.719 1.712 0.612
C 5.412 2.787 0.089
C 4.720 3.868 -0.433
C 3.334 3.872 -0.426
C 2.637 2.792 0.085
C -5.036 0.143 -0.267
C -5.495 1.416 0.046
C -6.544 1.570 0.936
C -7.136 0.458 1.511
C -6.679 -0.811 1.196
C -5.632 -0.973 0.308
H -5.016 0.231 -3.000
H -4.845 -1.454 -2.460
H -3.433 -0.584 -3.108
H -3.037 0.055 1.246
H -2.564 1.691 0.680
H 1.165 -1.415 1.772
H 0.816 -1.823 -1.243
H 0.717 -3.084 0.000
H 2.958 -0.833 -1.862
H 5.411 -0.922 -1.800
H 6.555 -2.432 -0.217
H 5.225 -3.852 1.299
H 2.768 -3.746 1.250
H 1.216 0.659 -0.313
H 5.237 0.861 1.030
H 6.492 2.786 0.090
H 5.259 4.712 -0.839
H 2.795 4.721 -0.821
H 1.557 2.811 0.106
H -5.032 2.277 -0.413
H -6.900 2.560 1.178
H -7.954 0.581 2.204
H -7.138 -1.678 1.646
H -5.260 -1.957 0.067
*
```

natural (NBO) atomic charge list, values in e, 5 entries:
1. C -0.4089
2. N -0.4583
3. C 0.6775
4. O -0.6324
5. C -0.1770


Record 6
Formula: C25H24N3
Source: the Open Molecules 2025 dataset
Level of theory: the ωB97M-V functional and the def2-TZVPD basis

Properties
E_HOMO: -0.40012 hartree
frontier orbital gap: 8.18 eV
energy: -30778.1033 eV
LUMO level: -2.71 eV

The geometry in ORCA input format:
```
! RIJCOSX wB97M-V def2-TZVPD def2/J DEFGRID3
* xyz 1 1
C -3.420 -0.088 -1.160
C -2.787 0.069 0.175
N -3.506 -0.001 1.307
C -2.765 0.310 2.422
C -1.419 0.468 1.996
C -0.462 0.736 2.985
C -0.919 0.823 4.332
C -2.249 0.602 4.735
C -3.215 0.314 3.765
C -1.440 0.302 0.547
C -0.445 0.687 -0.429
C 0.674 1.505 0.023
C 0.458 2.641 0.854
C 1.541 3.409 1.285
C 2.870 3.139 0.893
C 4.032 3.951 1.405
C 3.038 2.063 -0.014
C 1.965 1.293 -0.449
H -2.757 0.306 -1.926
H -3.548 -1.172 -1.339
H -4.398 0.419 -1.307
H -4.519 -0.268 1.329
H 0.566 0.937 2.678
H -0.169 1.108 5.091
H -2.552 0.616 5.780
H -4.256 0.023 3.962
H -0.800 0.912 -1.521
H -0.534 2.878 1.207
H 1.351 4.233 1.995
H 4.970 3.633 0.936
H 3.928 5.030 1.225
H 4.171 3.849 2.491
H 4.033 1.823 -0.412
H 2.117 0.466 -1.138
C 1.129 -1.972 -4.901
N 0.751 -1.680 -3.524
C 0.413 -0.462 -3.005
N 0.138 -0.588 -1.688
C 0.220 -1.930 -1.340
C 0.631 -2.633 -2.475
C 0.829 -3.977 -2.500
C 0.590 -4.683 -1.305
C 0.170 -4.004 -0.175
C -0.032 -2.584 -0.162
H 1.318 -3.027 -4.906
H 0.334 -1.734 -5.599
H 2.023 -1.441 -5.206
H 0.386 0.452 -3.628
H 1.168 -4.408 -3.455
H 0.748 -5.738 -1.321
H -0.009 -4.578 0.751
H -0.358 -2.027 0.713
*
```

natural (NBO) atomic charge list, values in e, 5 entries:
1. C -0.6684
2. C 0.3084
3. N -0.5120
4. C 0.1989
5. C -0.0940


Record 7
Formula: C25H24NO7S3Ti
Source: the Open Molecules 2025 dataset
Level of theory: the ωB97M-V functional and the def2-TZVPD basis

Properties
E_HOMO (spin up / spin down): -0.26252 / -0.29986 hartree
frontier orbital gap (spin up / spin down): 6.61 / 7.51 eV
energy: -97759.6255 eV
LUMO level (spin up / spin down): -0.53 / -0.65 eV
⟨S²⟩: 0.76

The geometry in ORCA input format:
```
! RIJCOSX wB97M-V def2-TZVPD def2/J DEFGRID3
* xyz 0 2
Ti 0.226 1.237 0.863
O 0.952 3.283 0.787
C 0.011 4.404 0.381
C -0.956 3.670 -0.450
C -1.751 4.418 -1.299
C -2.936 3.897 -1.836
C -3.238 2.581 -1.401
C -2.318 1.798 -0.719
N -1.176 2.343 -0.234
H 1.715 3.682 1.238
H 0.573 5.173 -0.134
H -0.472 4.835 1.279
H -1.492 5.418 -1.483
H -3.657 4.490 -2.396
H -4.231 2.194 -1.528
H -2.438 0.769 -0.443
O 2.411 0.592 4.094
C 1.609 0.702 3.176
O 1.897 0.903 1.866
C -0.004 0.776 3.405
O -0.488 0.211 4.371
O -0.678 1.491 2.529
O -0.569 -0.408 0.486
C -0.621 -1.826 0.521
C 0.562 -2.441 1.261
C 0.761 -2.525 2.615
C 2.008 -3.154 2.958
C 2.768 -3.429 1.885
S 1.933 -3.084 0.426
C -0.500 -2.363 -0.943
C -0.881 -1.707 -2.106
C -0.998 -2.547 -3.233
C -0.673 -3.831 -2.964
S -0.078 -3.984 -1.350
C -1.928 -2.319 1.036
C -2.175 -3.414 1.841
C -3.549 -3.599 2.187
C -4.350 -2.663 1.617
S -3.434 -1.459 0.802
H 0.029 -2.112 3.279
H 2.265 -3.483 3.957
H 3.773 -3.805 1.782
H -1.192 -0.667 -2.176
H -1.346 -2.285 -4.229
H -0.736 -4.641 -3.693
H -1.388 -4.146 2.036
H -3.839 -4.383 2.871
H -5.429 -2.563 1.598
C 3.806 1.348 -1.843
C 2.912 0.815 -2.928
C 1.498 1.064 -2.403
O 1.670 1.002 -0.931
C 3.064 1.068 -0.559
H 3.901 2.400 -2.019
H 4.794 0.896 -1.840
H 3.024 -0.249 -3.064
H 3.081 1.313 -3.882
H 0.761 0.296 -2.614
H 1.086 2.034 -2.543
H 3.307 0.104 -0.089
H 3.123 1.879 0.189
*
```

natural (NBO) atomic charge list, values in e, 5 entries:
1. Ti 1.5830
2. O -0.7164
3. C -0.0901
4. C 0.1828
5. C -0.2307


Record 8
Formula: C25H24O12
Source: the Open Molecules 2025 dataset
Level of theory: the ωB97M-V functional and the def2-TZVPD basis

Properties
E_HOMO: -0.29742 hartree
frontier orbital gap: 7.67 eV
SMILES: O=C(/C=C/c1ccc(O)c(O)c1)O[C@@H]1C[C@](OC(=O)/C=C/c2ccc(O)c(O)c2)(C(=O)O)C[C@@H](O)[C@H]1O
energy: -50885.0769 eV
LUMO level: -0.42 eV

The geometry in ORCA input format:
```
! RIJCOSX wB97M-V def2-TZVPD def2/J DEFGRID3
* xyz 0 1
O -3.988 -3.351 1.657
C -3.847 -2.390 0.941
C -4.828 -1.315 0.787
C -4.508 -0.123 0.262
C -5.362 1.033 0.117
C -6.740 1.019 0.338
C -7.492 2.165 0.181
C -6.891 3.359 -0.196
O -7.632 4.482 -0.345
C -5.505 3.385 -0.420
O -4.962 4.592 -0.789
C -4.759 2.237 -0.270
O -2.737 -2.177 0.192
C -1.665 -3.104 0.315
C -0.490 -2.422 1.010
C 0.014 -1.203 0.209
O 1.447 -1.203 0.361
C 2.069 -0.019 0.204
O 1.458 1.010 0.013
C 3.516 -0.157 0.289
C 4.306 0.917 0.122
C 5.745 0.963 0.157
C 6.542 -0.158 0.407
C 7.917 -0.062 0.426
C 8.544 1.157 0.194
O 9.888 1.247 0.211
C 7.754 2.293 -0.059
O 8.429 3.466 -0.280
C 6.381 2.191 -0.074
C -0.574 0.091 0.797
O -1.402 0.773 0.258
O -0.175 0.279 2.057
C -0.350 -1.296 -1.279
C -0.234 -2.726 -1.789
O 1.067 -3.254 -1.630
C -1.278 -3.640 -1.083
O -0.787 -4.946 -0.979
H -5.803 -1.539 1.192
H -3.488 0.027 -0.064
H -7.228 0.102 0.625
H -8.558 2.161 0.345
H -7.038 5.198 -0.611
H -4.013 4.484 -0.918
H -3.691 2.260 -0.438
H -2.008 -3.956 0.918
H -0.779 -2.113 2.015
H 0.325 -3.142 1.106
H 3.886 -1.151 0.480
H 3.804 1.859 -0.068
H 6.081 -1.115 0.591
H 8.535 -0.923 0.618
H 10.136 2.165 0.029
H 7.800 4.177 -0.445
H 5.783 3.071 -0.270
H -0.559 1.097 2.408
H -1.373 -0.946 -1.408
H 0.313 -0.636 -1.843
H -0.422 -2.755 -2.868
H 1.462 -2.869 -0.836
H -2.198 -3.663 -1.681
H 0.162 -4.905 -1.193
*
```

natural (NBO) atomic charge list, values in e, 5 entries:
1. O -0.5916
2. C 0.7662
3. C -0.3304
4. C -0.1007
5. C -0.1078